(1)
C36H90F9O18Y as an isolated structure at a distorted geometry, computed with ωB97M-V/def2-TZVPD.

## Properties
- LUMO level: -0.42 eV
- Total charge: 0
- Relative energy (zero: lowest compared OMol25 entry of this formula, charge and spin): 0.0 kcal/mol

Atoms and positions in Å:
O -25.2752 -19.0484 -26.9425
H -25.7883 -14.1836 -27.0334
H -26.0851 -13.3458 -28.4891
H -19.8416 -15.9547 -26.2390
H -28.7381 -22.1242 -26.1902
C -21.2143 -14.7666 -28.7918
O -27.8479 -20.3523 -26.6472
H -27.3702 -16.0322 -22.7564
C -19.0472 -16.6969 -26.3668
C -23.1756 -17.6320 -30.1118
H -25.3575 -11.1744 -25.3327
Y -27.2459 -18.6740 -28.1651
H -22.1673 -17.4549 -30.4908
H -24.6290 -15.1802 -29.1028
H -18.0339 -11.5494 -25.8129
F -22.1685 -19.0828 -27.2995
O -18.4401 -13.3898 -26.6654
H -25.8302 -21.8125 -27.2052
C -29.6506 -16.2975 -24.7443
H -23.3012 -15.0791 -26.9080
O -20.9980 -17.5523 -20.8950
H -20.4380 -11.5653 -26.7645
H -24.1261 -14.7206 -25.3807
H -25.4790 -13.6407 -22.2870
H -24.6400 -10.3317 -27.6268
H -22.1792 -13.0262 -28.1569
C -23.1790 -16.6472 -25.4183
H -20.3298 -11.1016 -25.0634
H -23.4128 -19.1692 -31.5649
F -23.2683 -20.8351 -26.6188
C -24.0435 -10.1779 -26.7243
H -22.7728 -14.0684 -22.5702
H -22.0400 -15.4647 -28.6627
H -18.7868 -16.1085 -21.9106
H -23.8440 -16.9492 -30.6396
C -22.1747 -18.2028 -21.4271
H -18.7415 -14.3169 -21.7332
H -26.1706 -15.3525 -29.8750
O -22.6959 -13.4116 -30.1172
H -20.6760 -19.7024 -30.7546
H -24.1813 -12.2232 -26.2112
C -21.7672 -19.5182 -22.0968
H -20.5457 -17.7812 -32.2821
F -30.3904 -15.6314 -25.6494
H -21.1247 -20.1434 -21.4748
O -20.1984 -17.2189 -31.5807
H -23.4440 -12.3158 -20.4462
F -29.5030 -15.4649 -23.6816
O -17.1355 -21.4182 -26.5667
H -23.2665 -17.4833 -29.0376
O -25.8533 -16.6758 -28.3166
C -18.7032 -12.4039 -25.6578
C -24.2535 -18.7353 -26.1392
O -23.5395 -13.4903 -22.7270
H -28.3647 -21.9643 -27.8928
O -23.8274 -24.9331 -24.7361
O -23.4612 -11.1610 -24.5871
H -18.4142 -12.8800 -24.7226
H -24.6029 -18.9489 -25.1162
C -19.2977 -17.9955 -30.8036
C -20.1196 -11.9016 -25.7780
H -20.5996 -15.2130 -29.5832
C -26.2683 -14.3155 -28.0052
C -26.5910 -22.3652 -26.6584
C -27.9805 -21.7751 -26.8927
H -17.9235 -19.8720 -27.5950
H -20.3608 -20.9368 -27.4084
H -23.4243 -12.0587 -24.2252
H -20.1395 -18.1891 -25.2201
H -18.2201 -15.0347 -23.2065
H -26.9158 -18.2082 -21.8033
H -24.4440 -14.5654 -21.1651
H -18.8979 -17.3079 -30.0575
H -20.8420 -12.6769 -25.4974
H -24.3067 -9.1833 -26.3580
H -20.6333 -18.1351 -20.2232
F -25.8497 -19.3404 -32.8409
H -25.9437 -16.1389 -23.8694
C -22.9635 -19.5699 -26.3393
H -20.5523 -15.7736 -23.7486
H -21.2746 -15.9376 -21.5731
H -24.0003 -23.1949 -25.7880
C -26.7474 -16.6860 -23.3703
H -17.9798 -15.0951 -26.3820
H -18.2658 -12.9907 -27.5215
H -19.3702 -19.7848 -29.5293
H -26.4890 -23.4201 -26.9265
H -20.9131 -12.6809 -29.4011
O -27.5454 -17.4082 -24.2931
O -28.1575 -17.2885 -26.4357
H -24.8279 -11.5426 -21.2926
H -24.3224 -21.6685 -24.0674
O -24.9774 -19.1784 -30.1629
C -18.9556 -15.1523 -22.4019
C -24.2691 -22.6980 -23.7071
H -19.0953 -17.1589 -27.3599
C -26.1611 -17.7048 -22.4052
O -21.3114 -15.0382 -21.9514
H -20.5423 -14.7013 -27.9298
O -17.8018 -16.0300 -26.1668
C -25.6854 -15.3750 -28.8972
H -25.2788 -23.0345 -23.4727
H -22.6688 -20.1038 -22.2869
H -25.5663 -18.4774 -22.9049
C -24.3360 -11.2562 -25.7177
H -19.6266 -20.4463 -25.9341
H -25.1433 -16.8267 -27.6572
C -20.0264 -19.1246 -30.0942
H -25.4216 -17.2674 -21.7266
H -26.3889 -22.3873 -25.5857
C -24.5411 -13.6356 -21.7298
H -23.6192 -22.7313 -22.8317
C -23.2419 -15.1861 -25.8270
H -25.2459 -21.2015 -30.2032
H -18.4377 -18.5962 -25.4299
H -22.5667 -23.3256 -24.8507
C -20.3406 -15.0099 -22.9852
O -26.8980 -20.1431 -29.9498
C -19.1317 -17.7686 -25.2832
H -22.1488 -16.9872 -25.5782
H -18.1525 -21.4564 -28.3946
H -27.3461 -14.3782 -27.8584
H -27.6716 -15.6961 -25.3464
H -21.2348 -19.2534 -23.0058
H -18.8944 -17.3384 -24.3098
C -19.5132 -21.1538 -26.7565
H -22.9959 -10.1552 -27.0280
C -25.6834 -20.4915 -32.1458
C -23.5887 -19.0423 -30.4948
C -18.1573 -20.9279 -27.4381
C -23.6440 -23.5310 -24.8145
C -21.7079 -13.3617 -29.0833
H -23.3650 -16.7571 -24.3452
O -24.0742 -17.3363 -26.2744
C -28.2402 -16.6338 -25.2604
H -25.1035 -12.5603 -19.8945
C -25.7361 -20.3013 -30.6196
H -27.9277 -20.2071 -25.6972
H -22.3758 -13.9925 -30.8134
H -19.5766 -22.1595 -26.3470
F -26.6552 -21.3242 -32.5480
H -16.5670 -20.6878 -26.3211
H -22.9980 -19.7926 -29.9602
H -22.4085 -14.6188 -25.4091
H -20.6778 -18.6503 -29.3520
C -24.4740 -12.4349 -20.7782
F -24.5056 -21.0045 -32.5303
H -22.8827 -18.2819 -20.6009
F -22.2560 -19.5677 -25.2023
H -23.4885 -25.2690 -23.9015
F -30.3345 -17.3858 -24.3679
H -22.5695 -17.5515 -22.2061
H -18.4724 -18.4231 -31.3843
H -20.3667 -14.0903 -23.5795

(2)
A 7-piece molecular cluster, C36H90N12O10P4 overall at a distorted geometry, computed with ωB97M-V/def2-TZVPD.

## Properties
- SMILES string: CN(C)P(=O)(N(C)C)N(C)C.CN(C)P(=O)(N(C)C)N(C)C.CN(C)P(=O)(N(C)C)N(C)C.CN(C)P(=O)(N(C)C)N(C)C.O=C1CCCO1.O=C1CCCO1.O=C1CCCO1
- LUMO level: 0.00 eV
- Total charge: 0
- Relative energy (zero: lowest compared OMol25 entry of this formula, charge and spin): 45.4 kcal/mol

Atoms and positions in Å:
H -14.6918 -1.0229 -8.7739
H -8.0794 -3.1899 -9.0154
H -8.5338 -0.1468 -13.2619
O -9.3423 -6.5117 -5.1256
H -14.2225 -4.4990 -8.9005
C -5.0106 -7.4107 -14.5423
N -11.6140 -5.4992 -5.9776
H -15.1535 -7.7489 -13.6786
H -15.5091 -9.7410 -11.8491
O -8.2506 -3.9853 -15.0094
C -3.7257 -5.5252 -14.6216
H -13.7891 -2.4823 -8.3671
H -10.1031 -9.8639 -5.7680
H -5.2133 0.4449 -8.0814
C -8.1121 -4.4546 -16.1002
H -6.3924 -2.7033 -12.0974
H -12.3979 -8.5075 -14.7208
H -15.3984 -2.2590 -12.1456
H -11.5706 -10.8685 -17.2300
H -15.9275 -0.9173 -11.0809
C -9.2531 -0.0474 -8.7594
H -10.9977 -6.3304 -2.1570
H -5.5084 -4.4477 -14.4970
C -14.5451 -2.0715 -9.0465
C -9.8010 -7.3014 -13.0450
H -11.2354 -4.8285 -11.4072
H -10.5104 -5.5587 -14.1586
C -6.1129 1.6815 -10.8682
H -3.5808 -4.8123 -15.4356
N -17.2112 -2.5757 -11.1905
H -13.0261 -11.9193 -16.8116
C -12.1396 -11.3930 -16.4662
C -7.2960 -2.1903 -12.4145
O -14.5859 -11.9252 -14.5459
H -14.1935 -2.1738 -10.0710
H -7.2452 -1.9615 -13.4771
H -6.8528 0.9833 -7.7389
C -12.5941 -12.9606 -12.5752
H -11.2688 -4.3375 -7.7194
H -12.3128 -5.8217 -12.5315
C -12.3727 -8.2731 -7.1179
H -13.5138 -6.3856 -5.6694
H -9.3684 -2.5509 -7.9808
H -13.9818 -10.5229 -11.4848
H -10.9138 -3.5898 -6.0747
C -14.4314 -9.6771 -12.0054
P -6.9439 -0.8721 -10.1159
O -10.3201 -7.8108 -11.8192
O -11.8315 -7.2556 -10.2790
O -3.9792 -6.8019 -15.1693
O -7.9786 -5.7738 -16.3403
H -5.6883 1.0978 -11.6848
N -11.0913 -8.1051 -6.4327
H -14.1885 -6.0062 -9.8148
H -12.5923 -7.3858 -7.7090
N -8.2765 -1.1095 -9.1118
H -10.9056 -9.1616 -15.5826
C -11.7957 -6.3113 -2.9129
H -12.3314 -13.6435 -13.3884
H -13.6113 -13.1147 -12.2216
H -17.4378 -2.6768 -7.5659
H -8.7154 -7.3823 -12.9927
H -11.4384 -12.0305 -15.9179
H -16.2176 -6.1108 -11.6881
H -7.2722 -3.2137 -17.6620
H -14.5995 -8.5563 -15.1057
H -4.7995 -4.4601 -12.9857
H -15.9338 -1.8315 -6.9650
H -8.1372 -2.8560 -12.1936
C -7.8812 -6.1019 -17.7245
H -11.7915 -5.3337 -3.3957
N -15.8602 -2.6989 -8.9071
H -10.2619 -9.7730 -7.4914
H -2.8016 -5.4931 -14.0383
O -5.7730 -1.7738 -9.9178
H -9.4341 -5.0334 -18.7333
C -15.5638 -5.2704 -11.9410
C -11.1946 -6.9389 -11.2348
H -18.8155 -3.7900 -11.6250
N -6.4628 0.7177 -9.8079
C -14.1953 -4.9174 -9.8972
H -7.7318 -2.2603 -7.4854
N -7.4888 -0.9406 -11.6726
H -5.6397 -6.7313 -12.5493
H -7.0350 2.1967 -11.1501
H -9.0735 -8.8098 -6.7602
H -10.4176 -8.7783 -2.9480
C -11.2869 -10.8176 -12.6713
O -17.7499 -4.5186 -9.4937
H -11.8792 -13.1635 -11.7791
C -15.0776 -8.7329 -14.1346
H -12.7545 -6.5334 -2.4370
P -13.5092 -10.9703 -14.2001
N -12.6433 -10.3717 -15.5195
H -13.2922 -4.5873 -10.4095
C -8.2046 -3.7336 -17.4452
C -5.7210 -6.4288 -13.5928
H -14.5929 -5.5507 -12.3501
H -9.0420 0.7492 -9.4676
H -9.0143 0.3091 -7.7540
H -12.4022 -9.0647 -7.8686
H -8.5821 0.9066 -11.7783
H -6.7744 -6.3366 -13.8456
H -9.8400 -4.7595 -6.8665
H -16.0654 -4.6605 -12.6976
N -15.3052 -4.4705 -10.7524
C -8.3946 -4.8752 -18.4530
H -10.9920 -10.0979 -13.4358
C -10.2521 -5.7960 -13.1259
H -7.8067 -4.5535 -19.3116
H -15.9817 -9.3199 -14.3074
H -13.1037 -8.5979 -6.3727
H -11.4087 -10.2074 -11.7708
H -12.3046 -8.8334 -2.7597
C -16.3472 -2.6688 -7.5169
H -6.8728 -6.3867 -18.0210
H -10.1102 -7.9223 -13.8847
H -9.0407 -3.0389 -17.4267
H -18.1494 -3.0281 -13.0672
C -10.8810 -4.4830 -6.7053
H -12.3089 -8.5511 -16.4737
C -18.3906 -2.8634 -12.0128
N -11.4790 -7.3097 -3.9135
C -6.0239 1.0696 -8.4512
C -11.3354 -5.6816 -12.0710
C -11.9968 -9.0757 -15.5610
O -5.3577 -8.5201 -14.8104
H -14.0089 -8.7924 -11.5239
H -9.4885 -0.6594 -11.8682
H -11.5722 -9.4372 -4.1242
H -9.3069 -5.2569 -13.0578
P -10.7770 -6.8249 -5.3907
H -8.5703 -6.9071 -17.9710
H -10.4044 -11.4378 -12.4963
H -16.1144 -3.6434 -7.0709
C -13.0820 -5.4112 -5.8671
H -19.1103 -2.0475 -11.9375
P -16.6648 -3.7134 -10.0612
C -8.5955 -0.1014 -12.1761
N -12.3924 -11.6280 -13.1459
C -8.3675 -2.3574 -8.3744
H -13.4294 -5.0384 -6.8325
C -4.9672 -5.1274 -13.8304
H -10.2309 -0.5201 -8.8048
C -10.0943 -9.1590 -6.6036
H -16.7549 -1.1877 -12.6570
N -14.1176 -9.6054 -13.4456
H -13.4050 -4.6882 -5.1157
H -5.4092 2.4539 -10.5686
C -16.2507 -1.6545 -11.8162
C -11.4172 -8.6583 -3.3707
H -5.8143 2.1349 -8.3706

(3)
A 6-piece molecular cluster, C36H90N6O12 overall at a distorted geometry, computed with ωB97M-V/def2-TZVPD.

## Properties
- SMILES string: COCCNCCOC.COCCNCCOC.COCCNCCOC.COCCNCCOC.COCCNCCOC.COCCNCCOC
- LUMO level: 0.57 eV
- Total charge: 0
- Relative energy (zero: lowest compared OMol25 entry of this formula, charge and spin): 327.4 kcal/mol

Atoms and positions in Å:
C -7.3290 -3.7093 -1.2445
H -9.1959 -3.6508 -0.2247
C 0.1168 -1.7037 1.9564
H 0.6015 2.6747 3.9044
H 2.3998 -7.4624 -3.2215
H 2.7743 -6.5672 0.3241
H 0.9365 0.0907 2.5099
C 11.0601 3.6096 2.1100
H 5.8133 -8.1056 -0.4923
O 3.5175 -8.2994 -1.8072
C -5.6009 -2.5954 -0.0567
H -3.8037 8.1525 -0.6427
H 4.4952 -6.6409 0.8135
H -4.1517 0.8694 6.8844
C -3.4419 7.7378 -6.4601
H 10.2264 4.1796 2.5359
H -2.1367 6.6412 0.1547
C 5.5580 3.1724 -0.9603
C -3.5599 8.7376 -2.9700
H -0.7285 0.6047 0.7625
H 2.9682 -8.8893 2.1109
C 9.8587 1.5678 2.5463
H -10.3035 -5.2377 -1.5881
H -7.4374 -2.8731 -1.9442
H -0.3238 5.0688 -2.1426
C -8.6492 -4.3374 -0.8900
H -3.4130 6.7906 -3.1505
N 9.5273 1.4762 0.1187
H -1.7286 5.0737 3.5196
H -11.7728 -2.8706 -6.5352
N 0.9512 -0.5158 1.6939
H -1.0726 3.6117 -1.3723
H 0.3930 -0.2628 -0.2944
H -1.3101 4.2687 5.0364
H -3.5139 -0.5319 7.8014
N -0.1919 2.0397 3.8440
C -3.7472 7.1889 -1.1499
H -2.2144 2.6900 3.2590
C 0.3181 0.3186 0.6275
H -5.6594 -1.6947 -0.6739
H 10.4122 1.9606 0.0498
H -8.4869 -5.2079 -0.2472
C 8.7148 1.7791 -1.0397
H 0.0822 6.2206 2.4785
H 9.3566 1.7758 3.4976
C 3.4228 -8.4777 1.2126
H 8.5740 3.9829 -0.8413
C 3.1202 0.5932 -0.4653
O 2.1608 1.6017 -0.5763
H 3.7481 0.5285 -1.3559
H 3.7213 -8.3483 -3.9069
C 0.7849 5.4684 2.8480
C -11.7352 -3.1087 -5.4766
H -2.7311 1.6753 4.9896
H -0.7068 2.5097 5.8841
H -2.5677 -3.3943 -0.9995
C -1.1745 3.0015 3.2453
O -3.0080 7.8719 -5.1340
H 5.5979 4.0065 -1.6693
H -4.7257 -3.1741 -0.3933
H -3.2441 9.9825 -4.7105
O 3.2681 -6.4349 2.3865
H -12.7104 -3.4631 -5.1325
N -9.4349 -4.9012 -1.9824
C 8.9098 1.8464 1.3844
O 11.0888 2.2899 2.5837
H 2.3452 -9.2646 -3.2602
H -5.2665 -2.3292 0.9478
H 1.6328 6.0645 3.2086
C -3.4119 0.0633 6.8968
H 4.1688 -4.6479 1.8415
C -9.7375 -4.0588 -3.1312
H 6.0925 -9.7799 -0.2731
H -4.5331 7.7322 -6.5471
H -11.8080 -4.6398 -3.6352
H 4.8727 3.4965 -0.1748
C 7.9538 3.1265 -1.1116
H 5.1535 2.2929 -1.4625
H 0.5171 2.3609 -0.0405
H 7.6555 3.2928 -2.1496
H -4.6330 9.1111 -4.7777
C -1.9928 0.9240 5.3146
H 10.9927 3.6856 1.0181
H 0.8045 -2.4105 0.0881
H 8.6003 2.8957 1.4453
H -4.1870 9.5045 -2.5135
H 3.9339 -10.3215 -1.3599
C -3.5826 8.9617 -4.4693
H -3.7251 -0.6233 6.1018
H 2.7088 -8.7744 0.4335
C 4.4167 -9.3488 -1.5450
H 8.0165 1.2879 1.6693
H -11.4178 -2.2344 -4.9028
H -10.2609 -3.1576 -2.7655
H 11.9908 4.0888 2.4091
N 4.6716 -9.2356 0.9874
H 1.2340 4.8301 2.0814
H 0.6443 -2.1285 2.8250
H -6.6530 -4.4454 -1.7010
H 10.1315 0.5126 2.5261
C -1.0354 4.3697 3.9907
C -2.3815 6.5077 -0.9150
C 1.1413 1.5985 0.4289
C -1.0172 4.6990 -1.3871
H 2.3909 -4.6194 2.2752
H 5.0747 -9.5540 -2.3980
O -2.1270 0.6240 6.6670
C -10.7771 -4.7431 -4.0010
N -4.0054 7.3802 -2.5762
H -0.6077 4.9502 -0.3968
H 0.1034 0.9376 5.4898
O -1.2904 -2.4991 0.2677
C -0.6498 1.6735 5.1832
H 9.3400 1.7595 -1.9430
H 3.8786 0.6096 0.3345
C 5.2745 -9.0512 -0.3349
O 0.3044 4.7983 3.9842
H -2.0173 0.1085 4.5827
H 0.0437 -3.6840 1.2411
C 2.9740 -8.3840 -3.1044
H -2.5308 8.8745 -2.6103
C 3.3798 -5.0059 2.5083
H -1.1112 -4.3005 -0.7369
H -2.9840 8.4475 -7.1575
H -0.8192 3.2268 2.2360
H -3.1303 6.7522 -6.8203
H -1.6111 7.1609 -1.3512
C -1.4871 -3.2857 -0.9030
H -1.0540 -2.8387 -1.7991
O -6.7587 -3.3661 0.0054
O 6.7880 3.0043 -0.2882
O -10.7751 -4.1405 -5.2946
H -8.8590 -3.7815 -3.7075
C 0.0202 -2.6812 0.8011
C 3.4729 -6.9524 1.0705
H -0.8171 -1.4254 2.4616
O -2.3515 5.1848 -1.3365
H 3.7518 -4.8582 3.5185
H -4.5285 6.5892 -0.6762
H 8.0123 0.9791 -1.2882
H 2.6161 -0.3660 -0.2952
H 5.2897 -8.8664 1.7043
H 1.5335 1.9591 1.3846
H -10.6590 -5.8241 -4.1098

Q: Look up the relative energy (zero: lowest compared OMol25 entry of this formula, charge and spin) of the first one.
A: 0.0 kcal/mol